[1]
10
Properties=species:S:1:pos:R:3:forces:R:3 method="wB97M-V/def2-TZVPD" homo_energy_ev="-9.07 / -9.07" fmax_ev_per_a=2.5 total_charge=0 smiles="C=CC=S(=O)=O" de_lowest_kcal_mol=81.0 lumo_ha="-0.040 / -0.040" gap_ev="7.98 / 7.98" e_tot_ha=-665.25652
C 0.008463 -1.110666 -1.058696 -0.9 -1.0 -0.1
C 0.841236 -0.144902 -0.721903 1.3 1.3 -0.9
C 0.489227 0.913461 0.237042 0.5 -1.1 1.8
S -0.775083 0.552397 1.260014 0.9 2.3 -0.6
O -1.037748 1.574717 2.227894 -0.2 -0.1 0.6
O -1.805719 -0.341719 0.824531 -0.4 0.0 0.6
H 0.078341 -1.880517 -1.822570 0.7 0.4 0.0
H -0.890643 -1.157809 -0.459673 0.2 -0.5 -0.8
H 1.805925 0.035252 -1.234443 -0.6 -0.3 0.3
H 1.286003 1.559786 0.747805 -1.5 -0.9 -0.9


[2]
115
Properties=species:S:1:pos:R:3:forces:R:3 method="wB97M-V/def2-TZVPD" homo_energy_ev=-8.96 fmax_ev_per_a=4.9 total_charge=0 de_lowest_kcal_mol=44.1 lumo_ha=-0.008 gap_ev=8.74 e_tot_ha=-2209.18553
C -10.967110 -12.646849 -1.981105 1.1 0.0 1.7
C -10.345023 -13.930429 -1.232974 0.1 1.2 -0.6
C -10.320148 -13.904919 0.302876 0.8 0.9 0.0
O -9.812382 -15.131443 0.985152 -1.5 1.6 -0.1
C -10.062177 -14.998222 2.412983 1.4 -0.3 -0.4
N -11.132815 -15.057042 -1.573388 -0.8 -0.7 -0.1
H -11.804836 -12.252767 -1.405758 -0.6 -0.5 -0.4
H -11.169640 -12.835054 -3.035462 -0.4 -0.5 0.3
H -10.338284 -11.756775 -2.002399 0.7 -0.2 0.2
H -9.332032 -14.089538 -1.602601 0.4 0.4 0.1
H -11.337294 -13.703045 0.638656 0.0 -0.1 0.2
H -9.656652 -13.074121 0.543004 -0.1 0.1 0.6
H -11.076855 -14.668762 2.636545 0.1 -0.2 -0.1
H -9.315017 -14.361196 2.886329 -0.2 1.0 -0.4
H -9.748923 -15.913169 2.915821 -0.8 -0.6 -0.5
H -10.709696 -15.466218 -2.394139 -0.2 -0.7 0.0
H -11.014708 -15.630458 -0.750376 -0.3 -1.2 -0.6
C -5.544660 -27.579147 -4.340370 0.9 -4.8 -0.6
C -5.601793 -26.459410 -3.467539 -0.6 2.6 1.5
C -4.920209 -26.554871 -2.071539 1.4 -1.5 -1.0
O -5.177172 -27.765241 -1.400511 -1.9 -0.2 1.3
C -6.338797 -27.772372 -0.539784 0.1 0.2 -0.4
N -4.991875 -25.362940 -4.198313 0.1 1.5 0.5
H -5.948786 -27.622189 -5.351770 -0.6 1.0 0.2
H -5.982457 -28.415498 -3.795447 -0.4 -0.3 -0.2
H -4.539646 -27.964437 -4.512419 0.5 0.4 0.2
H -6.643447 -26.308759 -3.184060 -0.6 0.5 -0.3
H -5.073133 -25.683957 -1.434194 -0.3 0.2 -0.1
H -3.851762 -26.718181 -2.212439 0.3 0.9 -0.4
H -6.212332 -27.275866 0.422292 0.8 -0.1 0.2
H -6.634898 -28.808146 -0.373644 0.1 0.0 -0.1
H -7.197898 -27.222115 -0.923545 0.0 -0.1 -0.7
H -5.547367 -25.075742 -4.991436 -0.2 -0.5 -0.4
H -5.031020 -24.527657 -3.631856 0.4 0.3 0.4
C -10.141023 -19.209423 -7.155996 -0.5 1.2 0.1
C -10.146844 -18.717828 -5.683734 0.6 -2.2 -0.6
C -10.723245 -19.870636 -4.767631 -0.9 2.0 0.1
O -12.101582 -20.071932 -5.055900 1.6 1.4 -2.1
C -12.732308 -21.030887 -4.341378 -0.8 -1.5 0.8
N -8.741015 -18.536365 -5.233653 -0.9 0.0 0.7
H -9.573898 -18.443986 -7.685684 0.1 0.0 -0.4
H -11.147188 -19.185307 -7.574502 0.0 -0.2 0.0
H -9.681956 -20.170127 -7.389236 0.0 -0.1 0.6
H -10.673512 -17.764294 -5.645217 -0.2 -0.2 0.3
H -10.692152 -19.583535 -3.716585 0.4 0.2 0.3
H -10.069787 -20.735222 -4.884168 -0.2 -0.5 -0.3
H -12.264059 -22.012117 -4.419032 0.5 -0.2 0.1
H -13.716307 -21.208860 -4.775172 -0.2 0.4 0.2
H -12.797430 -20.744825 -3.291607 -0.2 -0.2 0.3
H -8.457113 -19.471848 -4.979938 0.6 0.0 0.0
H -8.130548 -18.211411 -5.969742 0.0 0.0 -0.2
C -10.014208 -29.558893 0.714074 -0.2 -2.2 -0.1
C -9.752893 -28.108469 0.436325 -2.8 -2.0 0.0
C -11.192048 -27.519286 0.223870 1.3 1.2 -1.4
O -11.819724 -27.977821 -1.016407 1.6 0.6 1.0
C -13.094534 -28.536596 -0.875753 0.1 0.4 0.7
N -9.123649 -27.528895 1.567209 1.1 1.6 0.9
H -10.649369 -29.798451 1.566880 -0.3 0.9 0.4
H -9.146900 -30.164092 0.977915 0.5 0.1 -0.5
H -10.550252 -30.056704 -0.093978 0.3 0.0 -0.4
H -9.184451 -28.037454 -0.490997 0.1 0.4 0.1
H -10.978374 -26.454789 0.127579 -0.5 0.4 -0.3
H -11.795795 -27.579881 1.129365 -0.3 -0.7 -0.1
H -13.009479 -29.320912 -0.123611 -0.6 -0.4 -0.2
H -13.457254 -28.872721 -1.847128 0.3 -0.2 0.1
H -13.778692 -27.768343 -0.515454 -0.4 0.0 0.1
H -8.314717 -28.064062 1.848827 0.4 0.0 -0.4
H -9.678616 -27.565325 2.410290 -0.6 0.1 -0.1
C -9.516152 -23.210161 -1.009892 -1.3 -0.2 0.1
C -9.122200 -22.476050 -2.285583 0.8 0.1 1.1
C -8.825941 -21.005815 -2.010434 -0.7 0.7 1.7
O -9.930205 -20.345044 -1.249303 0.6 -0.5 -1.8
C -9.660209 -18.936744 -1.146439 0.3 -0.3 1.0
N -8.016507 -23.208297 -2.968892 -0.9 0.8 -0.7
H -10.109952 -22.590463 -0.337980 -0.2 0.4 -0.4
H -8.756435 -23.642112 -0.358456 0.6 -0.1 -0.6
H -10.201461 -23.995581 -1.328572 0.2 -0.4 0.3
H -9.975708 -22.435422 -2.962321 -0.1 -0.5 -0.1
H -8.672016 -20.448184 -2.934250 0.2 0.0 0.0
H -7.973600 -20.934999 -1.334715 0.5 0.1 -0.3
H -9.168877 -18.801380 -0.182915 0.6 0.2 -0.1
H -10.544233 -18.308807 -1.035546 -0.5 -0.5 -0.5
H -9.032716 -18.560591 -1.954447 0.0 0.0 0.0
H -7.142066 -23.385739 -2.495653 -0.3 0.1 1.0
H -7.744788 -22.583312 -3.714321 0.1 -0.2 -0.6
O -5.827622 -20.226053 0.355142 -0.1 -0.3 0.0
H -5.593950 -20.805710 1.080144 0.0 -0.1 0.3
H -4.988202 -19.965615 -0.024035 0.4 0.2 -0.1
O -6.464879 -23.979151 0.889995 0.1 -0.2 -0.2
H -6.906331 -23.754485 1.709062 -0.2 0.0 0.3
H -6.232170 -23.134974 0.503407 0.1 0.3 -0.2
O -6.299988 -18.060760 -1.318979 0.5 -0.5 -0.6
H -6.421084 -18.877968 -0.835518 -0.3 -0.1 0.2
H -6.521486 -17.374470 -0.689554 -0.3 0.7 0.3
O -8.904227 -16.257254 -3.508148 -0.2 1.0 0.8
H -8.908818 -17.021785 -4.084080 0.2 -1.1 -0.5
H -8.362491 -15.614818 -3.966419 0.2 0.2 -0.1
O -9.529471 -22.329617 2.308363 0.0 0.3 0.2
H -9.536690 -23.189926 2.727957 -0.1 -0.3 0.2
H -9.319514 -22.511157 1.392290 0.1 0.0 -0.4
O -9.763280 -25.714704 -3.809336 -0.4 -0.4 0.0
H -9.731303 -25.464138 -4.732604 0.0 0.0 -0.2
H -9.115054 -25.152276 -3.385432 0.4 0.5 0.1
O -7.660124 -15.781005 -0.492286 0.8 -0.1 -0.2
H -7.979169 -15.950752 -1.378644 -0.1 -0.2 -0.6
H -8.450957 -15.607592 0.018338 -0.4 0.1 0.6
O -12.541501 -22.488296 1.128602 -0.3 -0.2 0.1
H -12.309364 -22.483667 0.199991 0.0 0.0 -0.3
H -11.737449 -22.228461 1.578279 0.4 0.1 0.3
O -7.470442 -21.488077 -5.378137 -0.1 0.1 0.1
H -6.602035 -21.104200 -5.499569 0.5 0.2 0.0
H -7.551301 -22.127447 -6.085883 -0.1 -0.2 -0.2
O -5.346868 -18.940379 -4.053032 0.2 -0.3 -0.7
H -5.019331 -18.957986 -3.153795 -0.1 0.3 0.4
H -6.217887 -19.333615 -3.998928 -0.3 0.2 0.3


[3]
129
Properties=species:S:1:pos:R:3:forces:R:3 method="wB97M-V/def2-TZVPD" homo_energy_ev=-2.26 fmax_ev_per_a=1.3 total_charge=-2 de_lowest_kcal_mol=19.5 lumo_ha=0.128 gap_ev=5.74 e_tot_ha=-5024.89677
Cd -1.444597 0.603830 0.446537 -0.2 -0.2 -0.4
O 2.430890 1.062577 0.199624 -0.1 -0.4 0.9
S 2.463319 1.239318 -1.255589 0.5 1.1 -0.3
C 2.105339 3.047400 -1.539043 0.0 -0.4 0.1
C 3.037882 4.047172 -0.864608 0.1 -0.2 0.3
C 2.990528 4.054540 0.680416 -0.3 -0.1 -0.2
C 1.756041 4.784899 1.240790 -0.2 -0.3 0.3
S 0.464940 3.820144 2.192817 0.7 0.5 -0.1
O -0.111341 2.863280 1.228753 0.2 -0.4 -0.1
C 1.604939 3.010755 3.346878 -0.1 0.1 -0.1
C 1.801430 1.643639 3.354911 0.1 0.0 -0.2
C 2.695393 1.098032 4.268165 0.0 0.0 0.0
C 3.361360 1.906937 5.175152 0.0 -0.1 0.0
C 3.113884 3.273632 5.195807 0.1 0.1 0.0
C 2.233860 3.825812 4.280493 0.0 0.1 0.0
C 4.242548 1.377879 -1.637640 -0.2 -0.3 -0.2
C 5.138679 1.381309 -0.583379 -0.1 -0.1 0.2
C 6.501716 1.376118 -0.834864 0.0 0.0 -0.1
C 6.964111 1.364084 -2.143820 0.0 0.0 0.0
C 6.061576 1.364396 -3.198851 0.0 0.0 -0.1
C 4.697395 1.372073 -2.947577 -0.1 0.0 0.0
H 1.083902 3.156699 -1.170117 0.0 -0.2 0.0
H 2.109715 3.166319 -2.625671 -0.1 0.1 0.0
H 2.790495 5.055680 -1.217681 0.0 -0.1 -0.1
H 4.060099 3.835541 -1.186947 0.0 0.1 0.0
H 3.889146 4.550809 1.055393 0.0 0.0 0.0
H 3.011781 3.026922 1.033575 0.0 -0.1 0.1
H 1.163989 5.223504 0.434124 -0.1 0.1 0.1
H 2.044704 5.576583 1.934096 0.0 0.1 0.0
H 1.288970 1.012666 2.650167 -0.2 -0.1 -0.2
H 2.859864 0.030852 4.263287 0.0 -0.1 0.0
H 4.067055 1.473669 5.874139 0.0 0.0 0.0
H 3.608768 3.905933 5.923225 0.0 0.0 0.0
H 2.039514 4.893466 4.285328 0.0 0.0 0.0
H 4.748283 1.358295 0.426599 0.0 0.0 0.0
H 7.201646 1.361965 -0.008796 0.0 0.0 0.0
H 8.028424 1.331575 -2.342338 0.0 0.0 0.0
H 6.423688 1.332310 -4.219050 0.0 0.0 0.0
H 3.984041 1.362656 -3.764053 0.0 -0.1 0.0
I -6.103376 -2.139991 1.103937 -0.1 0.3 0.0
C -6.082590 -0.037592 1.027950 0.2 -0.5 -0.1
C -7.261680 0.673557 1.154913 0.0 0.3 0.0
C -7.233435 2.049109 1.119126 -0.7 0.1 0.1
I -9.091621 3.071039 1.286390 0.3 -0.2 0.0
C -6.022831 2.760029 1.025173 0.3 -0.1 0.0
C -5.896244 4.163988 1.082940 0.1 0.1 0.0
C -4.655369 4.739536 1.084355 -0.2 -0.1 0.0
C -3.526748 3.910546 1.002532 0.1 0.0 0.1
N -3.605877 2.609983 0.882542 0.2 0.1 -0.2
C -4.810285 2.014302 0.891535 -0.3 0.2 0.1
C -4.812983 0.552771 0.799175 -0.2 -0.2 0.0
O -3.784678 -0.115542 0.562164 0.3 0.0 -0.1
H -8.196738 0.147051 1.287280 0.0 0.0 0.0
H -6.783730 4.781520 1.137498 0.0 0.0 0.0
H -4.540369 5.813820 1.156701 0.0 0.0 0.0
H -2.532354 4.338006 1.043355 0.0 0.0 0.0
C 1.532464 -5.972283 -0.670782 0.0 0.3 0.1
C 1.550760 -4.726825 -1.569234 0.1 -0.3 -0.2
C 2.879923 -4.677412 -2.330860 -0.1 0.1 0.1
C 0.393938 -4.816971 -2.572915 0.2 0.2 0.2
O 1.467943 -3.523128 -0.834050 -0.1 -0.1 0.0
Si 0.429198 -3.053901 0.404025 0.1 -0.3 -0.1
O 0.153869 -1.523645 0.357023 -0.3 0.7 0.2
O -0.882454 -4.065162 0.228006 0.0 0.0 -0.1
C -1.952716 -4.282500 1.134960 -0.4 -0.2 0.3
C -3.162783 -4.692271 0.292792 0.2 0.1 0.0
C -2.294557 -3.034430 1.945865 0.3 -0.1 -0.3
C -1.574422 -5.427235 2.086776 0.0 0.1 -0.2
O 1.116878 -3.727082 1.787135 -0.1 0.1 -0.1
C 2.280423 -3.400902 2.500851 0.3 0.0 0.4
C 2.936953 -2.123643 1.986339 -0.3 0.0 -0.1
C 1.879758 -3.240959 3.973220 0.0 0.0 -0.2
C 3.284707 -4.555790 2.376373 -0.2 0.1 -0.1
H 1.529879 -6.882541 -1.274967 0.0 0.0 0.0
H 0.635076 -5.950025 -0.056674 0.0 -0.1 0.1
H 2.404045 -5.980743 -0.015531 0.0 0.0 0.0
H 2.995686 -5.564217 -2.958448 0.0 0.0 0.0
H 3.711435 -4.625626 -1.624349 0.0 0.0 0.0
H 2.910499 -3.783829 -2.956539 0.0 0.0 0.0
H 0.408689 -5.775877 -3.097168 0.0 0.0 0.0
H 0.473567 -4.005319 -3.295367 0.0 0.0 0.0
H -0.540292 -4.701245 -2.027636 -0.1 -0.1 -0.1
H -3.426582 -3.874244 -0.378944 -0.1 0.0 0.0
H -4.018128 -4.915351 0.933429 0.0 0.0 0.0
H -2.918144 -5.573683 -0.305081 0.0 0.0 0.0
H -2.474841 -2.193612 1.276740 -0.1 0.0 0.1
H -1.463536 -2.766051 2.599648 0.0 0.1 0.0
H -3.186030 -3.205149 2.550815 0.0 0.0 0.0
H -1.430518 -6.352583 1.522272 0.0 0.0 0.0
H -2.360439 -5.581680 2.828988 0.0 0.0 0.0
H -0.640067 -5.170748 2.582950 0.0 0.0 0.1
H 2.213585 -1.309021 1.997346 0.0 0.1 0.0
H 3.235549 -2.276981 0.946596 0.1 0.1 0.0
H 3.813842 -1.861861 2.583107 0.0 0.0 0.0
H 1.029627 -2.560705 4.040849 0.0 0.1 0.0
H 2.711425 -2.850118 4.565386 0.0 0.0 0.0
H 1.578192 -4.205464 4.387467 0.0 0.0 0.0
H 3.597932 -4.653398 1.336129 0.0 0.0 0.0
H 2.821614 -5.492961 2.691808 0.0 0.0 0.0
H 4.165000 -4.364725 2.995383 0.0 0.0 0.0
I -1.902877 0.563975 3.202134 0.4 0.0 0.3
C -1.214653 3.534598 -4.064940 0.0 -0.3 0.1
Si -1.812125 3.004011 -2.312306 -0.1 0.5 -0.2
C -1.050451 4.469836 -1.335600 -0.2 -0.2 0.2
C -3.700620 3.236844 -2.424505 0.2 -0.3 0.2
C -1.299411 1.301723 -1.791382 -0.3 -0.1 0.3
Si -2.025830 -0.077434 -2.831002 0.0 -0.3 -0.6
C -3.770557 -0.700228 -2.429149 0.3 0.1 0.2
C -2.232331 0.396231 -4.685638 0.1 0.1 0.2
C -0.866332 -1.564655 -2.898985 -0.2 0.2 0.1
H -1.333167 4.612127 -4.209223 0.0 0.1 0.1
H -1.765269 3.031240 -4.860450 0.0 0.0 0.0
H -0.153909 3.301722 -4.202033 0.0 0.0 0.0
H -1.632053 5.385556 -1.470533 -0.1 0.0 -0.1
H -0.039322 4.667629 -1.703078 -0.1 0.1 -0.1
H -0.986419 4.255905 -0.270878 0.0 0.0 -0.1
H -4.016304 4.241998 -2.138924 0.1 0.0 0.0
H -4.208422 2.530658 -1.766781 -0.1 0.0 0.0
H -4.056679 3.051130 -3.440802 0.1 0.0 0.0
H -0.213034 1.217630 -1.915181 0.1 -0.1 -0.1
H -4.493170 0.119045 -2.394969 0.0 0.0 0.0
H -3.798509 -1.196880 -1.460439 -0.1 0.0 0.1
H -4.103274 -1.412386 -3.188898 0.1 0.0 -0.1
H -3.004855 1.158991 -4.815510 0.0 0.0 0.0
H -2.528471 -0.476683 -5.273033 0.0 -0.1 0.1
H -1.301212 0.783348 -5.107573 0.0 0.0 0.0
H -0.536923 -1.858847 -1.902183 0.0 0.0 0.0
H 0.026826 -1.343496 -3.490406 0.0 0.1 0.0
H -1.370695 -2.417089 -3.359266 -0.1 0.0 -0.1


[4]
26
Properties=species:S:1:pos:R:3:forces:R:3 method="wB97M-V/def2-TZVPD" homo_energy_ev=-0.89 fmax_ev_per_a=2.6 total_charge=-3 de_lowest_kcal_mol=10.8 lumo_ha=0.286 gap_ev=8.67 e_tot_ha=-2403.19240
Ca -0.084582 0.307079 -0.051275 0.5 -1.5 0.5
B -2.349035 -0.138496 -0.216671 -2.6 -0.5 0.1
H -1.831260 -0.504036 -1.148934 0.6 -1.1 -1.7
H -2.066569 0.951744 -0.147736 -0.2 2.5 0.3
H -3.503893 -0.309255 -0.256970 -1.4 0.0 -0.2
H -1.975617 -0.655260 0.717999 0.7 -1.1 1.7
B 0.074919 -3.181524 1.408082 0.6 0.1 -0.5
F 1.228376 -3.913391 1.007787 -0.3 0.0 0.1
F -1.074399 -3.807992 0.910542 0.0 -0.1 0.2
F 0.061610 -3.114046 2.804047 -0.2 0.0 0.2
F 0.176851 -1.859579 0.853659 0.1 -0.5 0.4
B 0.719029 1.432704 2.477710 0.3 0.6 1.6
F 0.988459 0.874586 3.759281 0.3 0.4 -0.2
F 1.492607 0.753798 1.520778 0.5 0.3 0.4
F -0.616348 1.231439 2.206763 -1.0 -0.4 -0.6
F 0.908387 2.838852 2.477766 0.6 -0.5 0.1
B 1.602256 -0.850680 -2.134115 0.4 0.5 0.0
F 1.845707 0.004384 -3.229313 -0.2 -0.7 -0.2
F 1.973652 -0.117187 -0.977861 0.8 0.1 0.3
F 0.231464 -1.095472 -1.922628 0.3 -0.6 -0.9
F 2.355482 -2.019783 -2.208724 -0.1 0.0 -0.3
B -0.021531 2.650311 -1.596799 -0.7 0.7 0.1
F -0.618587 1.458595 -2.018244 0.2 0.1 -0.6
F -1.051814 3.590383 -1.321975 0.5 0.0 -0.2
F 0.661001 2.339630 -0.388487 0.2 1.0 -0.1
F 0.873838 3.133196 -2.524693 0.2 0.4 -0.3